91
Properties=species:S:1:pos:R:3:mulliken_charge:R:1 method="wB97M-V/def2-TZVPD" total_charge=-2 mol_weight_g_mol=764.1 de_lowest_kcal_mol=4.8 gap_ev=5.174 e_homo_ev=-0.9868
Ba -0.2227 -0.1124 -0.2595 1.644
O -0.1556 -1.1988 6.3923 -0.568
C -0.1786 -0.8854 5.0601 1.190
C -1.3519 -0.5141 4.4242 -0.443
C -1.3033 -0.2145 3.0729 -0.378
N -0.1678 -0.2573 2.3909 0.865
C 0.9613 -0.6068 2.9972 0.161
C 1.0062 -0.9329 4.3436 -0.916
C 2.2513 -0.5527 2.1486 -0.176
O 3.3139 -0.7866 2.7324 -0.812
O 2.0630 -0.2222 0.9471 -0.370
C -2.5706 0.2151 2.3089 -0.296
O -3.6045 0.3390 2.9751 -0.808
O -2.3915 0.3949 1.0767 -0.492
H -1.0558 -1.1156 6.7257 0.283
H -2.3037 -0.4454 4.9381 0.406
H 1.9500 -1.1990 4.7974 0.546
C -2.3858 3.3107 -1.0745 -1.361
C -1.1972 4.2536 -0.8710 0.368
C -1.3100 5.4406 -1.8228 -1.639
P 0.3551 3.2189 -0.9638 0.717
C 1.6480 4.1933 -0.0304 0.828
C 1.7500 5.7154 -0.1305 -1.841
C 3.0005 3.5331 -0.3048 -1.685
C 0.8441 3.2349 -2.7182 0.041
C 1.4190 4.3634 -3.3043 0.362
C 1.8600 4.4102 -4.6190 0.378
C 2.4688 5.6510 -5.2118 -1.764
C 1.6855 3.2368 -5.3661 -0.993
C 1.1051 2.1089 -4.8367 -0.543
C 0.6522 2.0454 -3.4825 -0.523
N 0.0419 0.9939 -2.9323 0.553
C -0.0894 -0.1681 -3.7186 -0.763
C 0.9208 -1.1398 -3.7244 1.920
C 2.1774 -0.9212 -2.9317 -1.425
C 0.7359 -2.3039 -4.4617 -1.058
C -0.4255 -2.5374 -5.1878 0.835
C -0.6074 -3.8079 -5.9764 -1.752
C -1.4277 -1.5768 -5.1478 -1.240
C -1.2783 -0.4012 -4.4234 1.123
C -2.3690 0.6314 -4.3908 -1.291
H -3.3298 3.8626 -1.0347 0.456
H -2.4238 2.5222 -0.3207 0.224
H -2.3219 2.8343 -2.0588 0.139
H -1.2119 4.6158 0.1650 0.572
H -1.2712 5.0961 -2.8583 0.255
H -0.5121 6.1730 -1.6931 0.270
H -2.2670 5.9511 -1.6727 0.513
H 1.3682 3.9731 1.0057 0.225
H 2.1524 6.0429 -1.0898 0.319
H 2.4347 6.0796 0.6427 0.486
H 0.7873 6.2060 0.0273 0.316
H 3.2918 3.6713 -1.3488 0.339
H 2.9712 2.4586 -0.1052 0.249
H 3.7779 3.9770 0.3243 0.472
H 1.5294 5.2517 -2.6952 -0.126
H 2.7397 6.3629 -4.4286 0.337
H 1.7859 6.1681 -5.8959 0.298
H 3.3785 5.4271 -5.7772 0.365
H 2.0091 3.2064 -6.4043 0.306
H 0.9909 1.2387 -5.4757 0.427
H 2.6783 0.0037 -3.2278 0.238
H 2.8701 -1.7524 -3.0713 0.375
H 1.9715 -0.8409 -1.8609 0.251
H 1.5192 -3.0567 -4.4518 0.192
H 0.1742 -4.5299 -5.7356 0.341
H -0.5725 -3.6254 -7.0551 0.406
H -1.5679 -4.2747 -5.7492 0.377
H -2.3580 -1.7487 -5.6834 0.284
H -3.2009 0.3397 -5.0343 0.417
H -1.9930 1.6037 -4.7184 0.257
H -2.7526 0.7711 -3.3766 0.107
C 2.5558 2.5885 3.3205 -0.103
O 1.1554 2.6010 3.0942 -0.486
H 2.7317 3.1229 4.2549 0.294
H 3.1004 3.1005 2.5209 -0.056
H 2.9492 1.5728 3.4163 0.144
H 0.9714 2.0155 2.3500 0.135
C -1.6746 -4.3206 0.4601 -1.278
Si -0.3517 -3.5191 -0.7152 0.333
C -0.5288 -4.7686 -2.1906 -1.247
C 1.2497 -4.2746 0.0727 -1.292
H -1.4688 -5.3922 0.5924 0.302
H -2.6782 -4.2203 0.0326 0.288
H -1.7025 -3.8575 1.4515 0.236
H -0.4885 -5.8014 -1.8189 0.481
H 0.2734 -4.6387 -2.9256 0.279
H -1.4777 -4.6347 -2.7209 0.213
H 1.1166 -5.3568 0.2119 0.351
H 1.5031 -3.8360 1.0424 0.328
H 2.1163 -4.1222 -0.5793 0.310


90
Properties=species:S:1:pos:R:3:lowdin_spin:R:1 method="wB97M-V/def2-TZVPD" total_charge=+1 multiplicity=5 s2=6.014 mol_weight_g_mol=623.8 gap_ev="8.207 / 8.117" e_homo_ev="-9.9516 / -10.0113"
Cr 0.7348 -0.3852 0.8277 3.755
C 0.3169 -3.9454 1.6377 0.000
C 0.8341 -3.5901 0.2238 0.002
N 1.3549 -2.2412 0.0240 0.010
C 2.2198 -2.1470 -1.1516 0.006
C 2.2109 -0.7057 -1.6919 0.010
N 0.9055 -0.0859 -1.4950 0.020
C -0.0229 -0.2902 -2.6081 0.004
C -0.7275 -1.6442 -2.6103 0.001
C -1.9072 -1.7387 -1.6420 0.002
N -1.5104 -1.5753 -0.2502 0.023
C -2.4057 -2.2613 0.6645 0.002
C -2.0693 -1.9566 2.1323 0.004
N -0.6482 -1.7053 2.3552 0.024
C 0.1615 -2.8664 2.7147 0.004
H 0.9927 -4.6863 2.0705 0.000
H -0.6484 -4.4355 1.5201 0.000
H 0.0192 -3.7340 -0.4904 0.001
H 1.6175 -4.3198 -0.0291 -0.001
H 1.8918 -1.9572 0.8346 0.007
H 1.8565 -2.8344 -1.9195 0.001
H 3.2568 -2.4386 -0.9262 0.000
H 2.4997 -0.7167 -2.7538 0.001
H 2.9508 -0.1102 -1.1502 0.003
H 1.0136 0.9193 -1.3819 0.004
H 0.5106 -0.1759 -3.5651 0.001
H -0.7852 0.4855 -2.5491 0.000
H -0.0207 -2.4351 -2.3813 0.000
H -1.1147 -1.8207 -3.6159 0.000
H -2.3550 -2.7318 -1.7604 0.000
H -2.6682 -0.9974 -1.9348 0.000
H -1.4847 -0.5841 -0.0258 0.004
H -2.3224 -3.3338 0.4687 0.000
H -3.4607 -1.9829 0.5024 0.000
H -2.4355 -2.7813 2.7611 0.001
H -2.6093 -1.0551 2.4286 0.000
H -0.5717 -1.0504 3.1287 0.002
H -0.2691 -3.3800 3.5911 0.001
H 1.1380 -2.4791 3.0115 0.001
C 3.5598 -1.6193 2.4673 0.001
N 2.5248 -0.6398 2.1588 0.005
C 2.6477 0.4997 2.7889 0.019
C 1.6654 1.4767 2.6907 0.011
C 1.5260 2.6724 3.4217 0.020
C 0.2726 3.1635 3.1095 0.008
C -0.2906 2.2673 2.1968 0.020
N 0.5353 1.2527 1.9230 0.004
C 4.9489 -1.2692 1.9717 0.000
C 5.1594 -0.4415 0.8796 0.000
C 6.4443 -0.1561 0.4508 0.000
C 7.5335 -0.7040 1.1040 0.000
C 7.3315 -1.5389 2.1910 0.000
C 6.0481 -1.8161 2.6225 0.000
H 3.2870 -2.6025 2.0581 0.000
H 3.6154 -1.7427 3.5578 0.000
H 3.4914 0.6668 3.4571 0.000
H 2.2591 3.0968 4.0803 0.001
H -0.1802 4.0536 3.4977 0.000
H -1.2529 2.3562 1.7316 0.001
H 4.3152 -0.0037 0.3647 0.000
H 6.5909 0.5067 -0.3892 0.000
H 8.5339 -0.4852 0.7662 0.000
H 8.1733 -1.9747 2.7055 0.000
H 5.8952 -2.4626 3.4751 0.000
C -5.2265 1.8223 -2.5108 0.000
N -4.3196 2.0072 -1.4019 0.000
N -2.9696 2.2205 -1.6548 0.000
C -2.2214 1.6817 -0.6023 0.001
O -0.9917 1.6398 -0.5740 0.013
C -3.1899 1.1554 0.3118 0.000
C -4.4293 1.3379 -0.2242 0.000
C -5.7577 0.9133 0.2809 0.000
C -2.5991 3.3023 -2.4820 0.000
C -3.4923 4.3553 -2.6736 0.000
C -3.1761 5.3904 -3.5317 0.000
C -1.9501 5.4149 -4.1729 0.000
C -1.0406 4.3977 -3.9418 0.000
C -1.3591 3.3380 -3.1096 0.000
H -4.8336 2.3359 -3.3852 0.000
H -6.2012 2.2433 -2.2678 0.000
H -5.3417 0.7607 -2.7511 0.000
H -2.9502 0.7312 1.2648 0.000
H -5.6865 0.6153 1.3236 0.000
H -6.1368 0.0721 -0.3028 0.000
H -6.4713 1.7320 0.1983 0.000
H -4.4303 4.3713 -2.1394 0.000
H -3.8944 6.1789 -3.6997 0.000
H -1.6994 6.2288 -4.8353 0.000
H -0.0770 4.4170 -4.4261 0.000
H -0.6391 2.5588 -2.9366 0.000


91
Properties=species:S:1:pos:R:3:mulliken_charge:R:1 method="wB97M-V/def2-TZVPD" total_charge=-1 mol_weight_g_mol=871.3 de_lowest_kcal_mol=17.6 gap_ev=6.568 e_homo_ev=-4.0316
Ti -0.0539 -0.6678 -0.3118 -0.229
O 0.7293 -1.1792 5.0438 -0.724
C -0.4212 -1.8735 4.8512 0.404
C -1.0422 -2.4548 5.9503 -0.735
C -2.2075 -3.1873 5.7818 -0.243
C -2.7552 -3.3532 4.5177 -0.996
C -2.1378 -2.7576 3.4251 -0.328
C -0.9865 -2.0044 3.5760 0.195
C -0.3350 -1.2841 2.4129 0.781
O -0.9284 -1.4917 1.1920 -0.421
N 1.0714 -1.6931 2.3913 -0.338
N 1.6273 -1.3590 1.0978 0.242
C 2.5901 -2.2304 0.7748 0.011
C 3.3715 -2.3164 -0.3250 -0.932
Br -0.1678 -2.2437 -2.3990 -0.671
C 4.6622 -2.3244 -0.6196 -0.683
C 5.7378 -1.8728 0.2873 1.032
C 5.4894 -1.0353 1.3784 0.074
C 6.5106 -0.6649 2.2397 -0.874
C 7.8084 -1.1138 2.0319 -0.389
C 8.0739 -1.9355 0.9429 -0.518
C 7.0524 -2.3021 0.0830 -0.480
H 1.1859 -1.1369 4.1680 0.445
H -0.5869 -2.3306 6.9251 0.429
H -2.6814 -3.6402 6.6448 0.355
H -3.6569 -3.9373 4.3830 0.397
H -2.5427 -2.8594 2.4292 0.316
H -0.3315 -0.2101 2.6594 -0.097
H 1.0765 -2.7100 2.4743 0.348
H 2.7128 -3.0897 1.4515 0.153
H 5.0024 -2.6667 -1.5979 0.203
H 4.4829 -0.6711 1.5452 0.211
H 6.2899 -0.0161 3.0789 0.383
H 8.6032 -0.8232 2.7073 0.359
H 9.0807 -2.2941 0.7639 0.362
H 7.2615 -2.9447 -0.7659 0.364
C -3.9904 -1.6415 0.4260 -1.792
As -2.9199 -0.7944 -0.9655 1.265
C -3.6592 -1.8236 -2.4600 -1.258
C -3.9751 0.8527 -1.2252 -0.020
C -4.9972 1.1904 -0.3398 -0.368
C -5.7208 2.3652 -0.4853 -0.734
C -5.4372 3.2197 -1.5382 -0.845
C -4.4246 2.8927 -2.4270 -0.215
C -3.6770 1.7292 -2.2802 -0.054
As -2.2344 1.2676 -3.5421 0.502
C -3.3948 1.1545 -5.1345 -1.293
C -1.5484 3.0611 -3.9535 -1.198
H -3.8446 -1.1282 1.3749 0.381
H -3.6046 -2.6548 0.5273 0.469
H -5.0483 -1.6835 0.1665 0.549
H -4.7460 -1.7427 -2.4877 0.347
H -3.3561 -2.8601 -2.3196 0.464
H -3.2253 -1.4811 -3.3966 0.320
H -5.2280 0.5347 0.4891 0.338
H -6.5029 2.6119 0.2225 0.376
H -5.9984 4.1377 -1.6649 0.383
H -4.2163 3.5697 -3.2472 0.225
H -4.0040 2.0540 -5.2322 0.341
H -4.0490 0.2871 -5.0492 0.342
H -2.7733 1.0351 -6.0224 0.435
H -2.3418 3.7957 -4.0852 0.461
H -0.9837 2.9836 -4.8838 0.466
H -0.8711 3.3922 -3.1698 0.135
C -1.8065 2.0340 1.5466 -1.135
C -0.5692 2.2018 0.6447 1.161
C -0.8334 3.3923 -0.2871 -1.195
C 0.6718 2.4933 1.4962 -1.465
N -0.3499 0.9836 -0.0953 0.563
H -1.8141 2.7844 2.3424 0.544
H -1.8185 1.0413 1.9951 -0.052
H -2.7177 2.1488 0.9577 0.232
H -1.0440 4.2934 0.2978 0.450
H -1.6968 3.1849 -0.9214 -0.071
H 0.0292 3.5981 -0.9209 0.337
H 1.5316 2.6696 0.8461 0.144
H 0.9060 1.6396 2.1332 0.179
H 0.5166 3.3774 2.1211 0.498
C 1.5950 1.6906 -2.7545 -0.666
As 2.1883 0.1155 -1.7550 1.120
C 3.7318 0.9917 -0.9448 -1.166
C 2.9567 -0.7989 -3.2927 -1.356
H 2.4355 2.1263 -3.2973 0.556
H 1.1811 2.4059 -2.0522 -0.113
H 0.8184 1.3798 -3.4521 0.110
H 4.4290 1.3333 -1.7107 0.392
H 4.2383 0.3142 -0.2668 0.113
H 3.3623 1.8546 -0.3897 0.283
H 3.8435 -0.2697 -3.6437 0.358
H 2.1978 -0.8168 -4.0723 0.383
H 3.2048 -1.8187 -3.0105 0.364


89
Properties=species:S:1:pos:R:3:lowdin_spin:R:1 method="wB97M-V/def2-TZVPD" total_charge=+4 multiplicity=5 s2=6.093 mol_weight_g_mol=897.8 de_lowest_kcal_mol=0.0 gap_ev="5.786 / 4.241" e_homo_ev="-17.4200 / -17.5978"
N 1.4788 -8.5965 -6.8095 0.061
C 2.5612 -8.3240 -6.0783 0.223
C 2.6548 -7.1644 -5.2963 0.272
C 1.5321 -6.3079 -5.2043 0.011
C 0.3926 -6.6285 -5.9741 0.255
C 0.4292 -7.7751 -6.7850 0.226
C 1.5442 -5.1678 -4.3028 0.084
Os 0.5082 0.3661 -0.2037 1.217
P -3.2033 0.5182 5.2880 0.622
C 0.4303 -4.6551 -3.7076 -0.046
C 0.4843 -3.5886 -2.7398 0.082
C -0.6365 -3.2775 -1.9270 -0.022
C -0.5745 -2.2585 -0.9826 0.088
C 0.6142 -1.4853 -0.8957 0.090
C 1.7784 -1.8601 -1.5984 0.082
C 1.6830 -2.8581 -2.5584 -0.013
Br 0.1092 1.6157 1.8982 0.217
H 2.5388 -4.7828 -4.0617 0.004
H -0.5490 -5.1005 -3.9064 -0.003
H 3.5676 -6.9589 -4.7404 0.009
H -0.4997 -6.0052 -5.9487 0.009
H 3.3918 -9.0342 -6.1095 0.007
H -0.4247 -8.0254 -7.4204 0.007
H -1.5513 -3.8582 -2.0573 -0.002
H 2.5440 -3.0792 -3.1887 -0.001
H -1.3904 -2.0418 -0.2929 0.004
H 2.7216 -1.3449 -1.4082 0.004
P -1.1825 1.2218 -1.2619 0.023
C -1.8206 -0.7103 5.2973 0.095
C -2.0257 -1.7091 6.4390 0.011
H -0.8826 -0.1496 5.4229 0.001
H -1.8016 -1.2158 4.3216 0.016
H -1.0838 -2.2170 6.6637 0.000
H -2.3709 -1.2088 7.3521 0.005
H -2.7619 -2.4728 6.1665 0.000
C -4.2704 -0.1683 3.9431 0.085
C -5.7063 0.3264 4.1270 0.012
H -4.2146 -1.2643 4.0063 0.001
H -3.8592 0.1513 2.9742 0.015
H -6.3955 -0.3260 3.5834 0.000
H -5.9951 0.3241 5.1855 0.005
H -5.8303 1.3442 3.7402 0.000
C -2.4376 1.9081 4.3579 0.095
C -1.9282 2.9985 5.2987 0.011
H -3.1908 2.3036 3.6585 0.001
H -1.6139 1.4801 3.7653 0.018
H -1.7294 3.9093 4.7241 0.000
H -2.6627 3.2341 6.0793 0.004
H -0.9916 2.6980 5.7828 0.000
C -1.2513 3.0695 -1.1542 0.013
C -1.4072 3.8072 -2.4819 0.002
H -0.3302 3.3755 -0.6386 0.000
H -2.0749 3.3186 -0.4703 0.001
H -0.5264 3.6845 -3.1235 0.000
H -2.2939 3.4852 -3.0425 0.000
H -1.5264 4.8810 -2.2858 0.001
C -2.8137 0.7636 -0.5113 -0.006
C -3.7026 -0.1178 -1.3885 0.000
H -3.3252 1.7027 -0.2519 -0.001
H -2.5773 0.2699 0.4440 -0.001
H -4.1356 0.4451 -2.2254 0.000
H -3.1556 -0.9780 -1.7927 0.000
H -4.5373 -0.5135 -0.7957 0.000
C -1.3120 0.8139 -3.0634 0.011
C -0.0172 0.9933 -3.8653 0.004
H -2.1259 1.4172 -3.4914 0.000
H -1.6397 -0.2324 -3.1250 0.000
H 0.1699 0.0916 -4.4697 0.000
H -0.0675 1.8437 -4.5634 0.000
H 0.8601 1.1377 -3.2167 0.003
C 2.6411 4.6155 -0.3110 0.000
N 3.3182 3.7208 0.6023 0.002
C 3.2749 2.3702 0.5310 0.029
Se 2.4460 1.4465 -0.8669 0.065
N 4.0748 1.9045 1.5307 -0.001
C 4.6788 2.9711 2.2027 -0.002
C 5.5760 3.0152 3.2576 0.000
C 5.9691 4.2858 3.7126 -0.002
C 5.4691 5.4593 3.1212 -0.001
C 4.5691 5.3979 2.0483 0.000
C 4.1945 4.1281 1.6164 -0.001
H 2.9003 4.3574 -1.3442 0.000
H 2.9966 5.6187 -0.0845 0.000
H 1.5528 4.5724 -0.1832 0.000
H 4.1877 0.9174 1.7431 0.000
H 5.9368 2.0864 3.6958 0.000
H 6.6713 4.3887 4.5428 0.000
H 5.7897 6.4214 3.5158 0.000
H 4.1635 6.2849 1.5669 0.000


88
Properties=species:S:1:pos:R:3:lowdin_spin:R:1 method="wB97M-V/def2-TZVPD" total_charge=+2 multiplicity=2 s2=0.770 mol_weight_g_mol=632.4 gap_ev="5.014 / 3.211" e_homo_ev="-12.6759 / -12.6759"
C 0.7627 -2.6919 -2.2832 0.000
C 0.2197 -1.6346 -2.0364 0.000
C -0.5851 -0.3966 -1.6589 0.000
C -1.1427 -0.6578 -0.2233 0.000
C -2.5200 -1.4608 -0.2220 0.003
C -3.6807 -0.6810 -0.9329 0.008
C -4.7250 0.0118 0.0061 0.046
C -4.9617 1.4996 -0.2486 0.284
C -4.8907 2.1395 -1.5380 0.065
C -5.0914 3.4966 -1.6734 0.085
C -5.3817 4.2998 -0.4914 0.305
C -5.4978 3.6746 0.7887 0.023
C -5.3012 2.3189 0.9410 0.130
C -2.8587 -2.0545 1.1866 0.000
C -2.6003 -3.6211 1.1655 0.000
C -1.0709 -4.0107 0.8888 0.000
C -0.1446 -3.9644 2.1439 0.000
C 1.2539 -3.4401 1.6405 0.000
C 2.0111 -2.5532 2.6798 0.000
C 2.2001 -1.0947 2.1390 0.000
C 3.0468 -1.0176 0.8313 0.000
C 4.5598 -0.6815 1.0569 0.000
Si 5.2235 0.1251 -0.5501 0.000
C 7.0935 0.3778 -0.4940 0.000
C 4.7725 -1.0048 -2.0206 0.000
C 4.2445 1.7619 -0.7399 0.000
C 3.2033 1.8426 -1.6984 0.000
C 2.4871 3.0696 -1.8122 0.000
C 2.8468 4.1470 -0.9719 0.000
C 3.8785 4.0488 -0.0217 0.000
C 4.6086 2.8372 0.1132 0.000
O -2.0494 -1.5841 2.2718 0.000
S -1.8530 0.0256 2.3224 0.000
O -3.0092 0.7752 2.7472 0.001
O -0.7961 0.2520 3.2623 0.000
C -1.1767 0.6156 0.7003 0.000
O -1.9135 1.6813 0.1699 0.009
C -1.0955 2.6198 -0.5525 0.000
C -1.5786 2.8455 -2.0343 0.000
H 1.2017 -3.5424 -2.7970 0.000
H 0.1405 0.4351 -1.6083 0.000
H -1.3484 -0.2949 -2.4478 0.000
H -0.4223 -1.3523 0.2685 0.000
H -2.2959 -2.3340 -0.8791 0.000
H -3.2582 0.0800 -1.6136 0.000
H -4.2223 -1.4022 -1.5826 0.000
H -4.5483 -0.0870 1.0907 0.003
H -5.7212 -0.4618 -0.1883 0.025
H -4.6465 1.5167 -2.4100 0.000
H -4.9884 3.9157 -2.6870 0.001
H -5.5059 5.3853 -0.6156 0.012
H -5.7389 4.2610 1.6878 -0.002
H -5.3816 1.7994 1.9096 0.003
H -3.9179 -1.9567 1.4972 0.000
H -3.3577 -4.0670 0.4137 0.000
H -2.9096 -3.9777 2.1718 0.000
H -0.6699 -3.4375 0.0263 0.000
H -1.0579 -5.1171 0.5251 0.000
H 0.0351 -4.9985 2.5019 0.000
H -0.5458 -3.3858 2.9931 0.000
H 1.1732 -2.8531 0.7041 0.000
H 1.8629 -4.3356 1.3863 0.000
H 3.0216 -2.9859 2.8361 0.000
H 1.4932 -2.5193 3.6569 0.000
H 2.5772 -0.4249 2.9349 0.000
H 1.1777 -0.7226 1.8791 0.000
H 2.9541 -1.9611 0.2529 0.000
H 2.6060 -0.2122 0.1952 0.000
H 4.5913 0.1146 1.8359 0.000
H 5.1566 -1.5667 1.3512 0.000
H 7.4301 0.8665 0.4480 0.000
H 7.4698 1.0348 -1.3095 0.000
H 7.6286 -0.5898 -0.6112 0.000
H 3.6682 -1.1020 -2.0928 0.000
H 5.2306 -2.0107 -1.8949 0.000
H 5.1488 -0.5688 -2.9727 0.000
H 2.9562 0.9770 -2.3329 0.000
H 1.6553 3.1530 -2.5327 0.000
H 2.2648 5.0780 -1.0555 0.000
H 4.1720 4.8727 0.6448 0.000
H 5.4099 2.7213 0.8576 0.000
H -0.1115 0.8844 0.8792 0.000
H -0.0242 2.3508 -0.6177 0.000
H -1.1410 3.6093 -0.0528 0.000
H -2.1801 3.7621 -2.1492 0.000
H -2.1140 1.9263 -2.3455 0.000
H -0.6968 2.9203 -2.7055 0.000
Cu -2.7088 -5.3128 -0.2969 0.000